Record 1
77
Properties=species:S:1:pos:R:3:forces:R:3:mulliken_charge:R:1 method="wB97M-V/def2-TZVPD" multiplicity=1 gap_ev=9.92
S 3.6678 3.9241 -1.3801 0.4 -0.3 -0.7 0.941
P 2.6231 4.0480 1.2485 -0.7 1.4 -0.1 0.448
F 2.6147 4.9287 -1.9484 0.0 -0.1 0.3 -0.010
O -1.1691 -2.7573 -1.1420 0.0 0.1 0.0 -0.184
O -3.4927 -9.3041 2.3133 0.0 0.0 0.0 -0.341
O -2.0558 -10.3484 3.5360 0.0 -0.1 -0.1 -0.380
O -1.4868 -8.3379 2.6703 0.1 0.1 0.0 -0.554
O -1.8143 9.4698 -2.7194 0.0 0.0 0.0 -0.353
O 3.9661 3.0216 -2.4343 -0.3 0.0 0.1 -0.579
O -0.3080 7.9479 -2.4667 0.0 -0.1 -0.1 -0.364
O -1.9065 -4.8868 -1.0078 0.0 0.0 0.0 -0.583
O 4.7136 4.6952 -0.8100 -0.2 0.2 0.2 -0.604
O -0.0861 -4.1394 0.1083 0.0 0.1 0.0 -0.311
O 0.3243 9.9803 -3.2311 0.0 0.0 0.0 -0.553
N 2.7265 3.1680 -0.2577 1.1 0.0 0.6 0.237
N 2.2806 5.5600 1.2338 0.1 -0.8 -0.5 -0.779
C 3.2763 1.7884 0.0231 -0.7 -0.5 0.2 -1.245
C -1.7322 1.9820 0.2660 0.3 0.4 0.3 -0.854
C 1.4552 0.8717 -1.5903 -0.1 -0.6 0.1 -0.881
C -1.1277 -4.0195 -0.7094 0.1 0.0 0.1 0.650
C -0.7792 -10.4283 4.1875 0.3 -0.1 0.2 -0.166
C -3.8789 -8.1465 1.5650 -0.1 0.1 -0.1 -0.564
C 2.2661 0.6785 -0.2982 0.1 0.5 -0.2 -0.409
C -0.5116 9.2076 -2.8416 0.0 0.0 0.0 0.744
C -0.0580 0.9486 -1.3728 0.2 0.3 -0.4 -0.647
C -0.7480 -9.6081 5.4590 -0.2 0.2 0.0 -1.090
C -2.2123 -2.4857 -2.0802 -0.1 0.2 -0.1 -0.678
C 0.8055 -6.3638 -0.3540 0.0 0.1 -0.2 -1.204
C -1.2820 1.3362 1.5901 0.1 -0.2 -0.4 -0.863
C -2.1751 10.8152 -3.0376 -0.1 0.1 0.0 -0.644
C 1.8352 8.0062 -1.3129 -0.1 0.1 0.1 -1.194
C 1.0588 7.5046 -2.5111 0.3 0.0 0.0 0.067
C -2.2659 -9.2430 2.8257 -0.1 0.0 0.0 0.791
C -0.5674 2.2261 -0.6975 -0.4 -0.2 0.2 0.090
C 0.1226 -5.4572 0.6463 0.1 -0.4 0.2 -0.014
H -1.8079 0.4037 1.7799 -0.1 0.0 0.2 0.255
H 0.2128 2.7346 -0.1306 0.2 0.0 0.0 -0.263
H -1.8007 11.0983 -4.0186 0.1 0.0 0.0 0.300
H -0.5056 0.9113 -2.3688 -0.1 -0.1 0.0 0.480
H -0.2210 1.0857 1.5538 0.1 -0.1 0.0 0.177
H -1.5719 -9.8921 6.1146 0.0 -0.1 0.0 0.298
H 1.9183 9.0919 -1.3316 0.0 0.0 -0.1 0.433
H 1.0066 6.4226 -2.5157 -0.2 -0.1 0.0 0.198
H 1.3277 7.7319 -0.3875 0.0 -0.1 0.0 0.284
H 2.8386 -0.2454 -0.3588 0.0 -0.1 0.1 0.474
H -0.6390 -11.4835 4.4139 -0.2 0.0 -0.1 0.299
H -4.8255 -8.3901 1.0924 0.0 -0.1 0.1 0.216
H -2.1585 2.9558 0.5079 -0.2 0.0 -0.1 0.386
H 1.8047 1.7193 -2.1748 0.0 0.1 0.1 0.308
H 0.1656 -6.5449 -1.2170 -0.1 0.0 0.0 0.319
H 4.2270 1.6289 -0.4748 0.0 0.2 -0.2 0.436
H -4.0135 -7.2961 2.2314 0.1 0.0 0.0 0.282
H -2.5144 1.3951 -0.2129 0.0 -0.1 -0.1 0.374
H 3.4881 1.7361 1.0933 0.1 0.0 0.0 0.571
H -0.8884 2.9292 -1.4667 0.1 0.1 -0.1 0.426
H -2.0057 -2.9785 -3.0290 0.0 -0.1 0.0 0.316
H -2.2178 -1.4094 -2.2299 0.1 0.0 0.1 0.154
H 2.1716 5.9386 0.3030 -0.1 0.4 0.2 0.231
H 3.8418 3.7619 1.8905 -0.1 -0.4 0.0 0.083
H -1.4037 2.0107 2.4334 -0.2 0.0 0.1 0.320
H 1.5241 7.8175 -3.4455 -0.1 0.1 0.0 0.285
H -0.8472 -8.5456 5.2404 0.1 0.0 0.0 0.297
H -0.8228 -5.8779 0.9858 -0.1 0.1 -0.1 0.246
H 0.7540 -5.3182 1.5214 0.0 0.2 0.0 0.271
H 1.6303 -0.0080 -2.2113 0.1 0.0 -0.1 0.462
H -1.7901 11.4976 -2.2813 0.1 0.0 0.0 0.292
H -3.1415 -7.9086 0.8017 0.1 0.0 0.0 0.252
H 1.5967 0.5845 0.5552 -0.1 -0.1 0.0 0.101
H -0.4023 0.0461 -0.8636 0.1 0.0 0.2 0.224
H 0.1923 -9.7658 5.9871 0.0 0.0 0.0 0.358
H 1.6203 3.3025 1.8945 0.4 -0.5 0.0 0.057
H 1.7282 -5.9069 -0.7149 0.0 0.0 0.1 0.317
H 0.0092 -10.1283 3.4980 -0.1 0.1 -0.1 0.300
H -3.1817 -2.8008 -1.7011 0.0 -0.1 0.0 0.340
H 2.8412 7.5860 -1.3041 0.0 0.0 0.0 0.327
H 1.0421 -7.3217 0.1083 0.0 0.0 0.0 0.369
H -3.2606 10.8494 -3.0379 0.0 -0.1 0.0 0.224

=====

Record 2
9
Properties=species:S:1:pos:R:3:forces:R:3:mulliken_charge:R:1 method="wB97M-V/def2-TZVPD" multiplicity=1 gap_ev=7.80 smiles="S=P(Cl)=CCCl"
Cl -2.9087 -1.4550 -0.2202 -0.1 -0.3 -0.1 -0.159
Cl 3.0658 -0.5499 0.3039 -2.6 0.3 -0.2 -0.216
S -2.4983 1.8254 0.2805 0.5 -0.8 -0.3 -0.308
P -1.6986 0.1179 -0.1401 3.5 0.3 1.1 0.574
C -0.0428 -0.4769 0.0339 -1.5 0.3 -0.6 -0.315
C 1.2998 0.2723 0.0599 0.3 0.5 0.0 -0.483
H 1.4765 0.7624 -0.8958 0.0 0.0 0.1 0.313
H 1.2976 1.0147 0.8540 0.1 0.0 -0.1 0.316
H 0.0086 -1.5109 -0.2760 -0.1 -0.2 0.1 0.277

=====

Record 3
47
Properties=species:S:1:pos:R:3:forces:R:3:mulliken_charge:R:1 method="wB97M-V/def2-TZVPD" multiplicity=1 gap_ev=8.27 smiles="c1ccc(/N=N/C(c2ccccc2)(c2ccccc2)c2ccccc2)cc1"
N 0.4507 0.5491 0.7382 2.5 1.0 0.0 0.420
N 1.6694 0.6994 0.3171 -4.2 -0.2 1.2 -0.336
C -0.5126 -0.1334 -0.1737 0.9 -0.4 -0.3 3.034
C 2.9097 2.6774 3.3358 -0.3 -1.9 -3.7 -0.725
C 0.2687 -3.1128 -2.3478 0.5 0.1 0.7 -1.075
C 4.2386 2.7422 2.9179 0.7 0.6 -1.6 -0.390
C -1.8270 1.7618 -1.1978 1.0 0.2 -1.8 -0.670
C -0.0475 -1.8043 -2.0215 -0.4 0.4 0.2 -0.016
C -2.8166 -1.3911 2.6937 -2.9 -0.8 -1.0 -0.731
C 0.5680 -2.4347 0.2862 -0.5 2.4 1.7 -0.601
C -1.8366 -0.8145 1.9512 1.9 0.7 0.2 -0.381
C -1.3312 2.7347 -3.3603 -1.7 0.3 0.0 -0.401
C 0.1271 -1.4203 -0.6551 -0.9 -1.9 -1.0 0.297
C 0.7343 -4.0293 -1.4570 0.9 -1.6 0.9 -0.370
C 0.8631 -3.6941 -0.1214 1.7 -1.7 0.4 -0.481
C -0.2038 1.9221 -3.4064 -0.2 1.2 -1.4 -0.699
C -4.0086 -1.6877 0.5465 1.4 0.5 1.4 -0.837
C -2.8802 -1.1975 -0.1533 -1.0 0.4 0.4 -0.038
C 4.6661 2.3435 1.6056 -0.8 1.5 1.6 -0.505
C 2.4366 1.5276 1.2105 -0.5 0.3 1.0 0.165
C -1.8581 -0.6256 0.5404 2.4 0.1 1.5 -0.815
C -2.1911 2.6755 -2.2484 2.5 -2.0 0.7 -0.801
C -0.7308 0.8856 -1.2951 -0.5 1.9 -0.3 -0.618
C 1.9286 2.1356 2.4185 3.5 -0.6 -0.5 -0.241
C -4.0071 -1.8125 1.9614 0.7 -0.3 -0.9 -0.386
C 0.1622 1.1563 -2.3771 0.4 -3.7 1.9 -0.182
C 3.7697 1.6944 0.8178 -0.2 -0.8 -0.1 -0.209
H -3.1240 3.1513 -2.1126 -0.6 1.0 -0.3 0.430
H 0.3837 1.7689 -4.3058 0.0 0.8 -0.1 0.355
H 4.9764 3.2607 3.5058 0.1 -0.1 0.5 0.336
H -0.4759 -1.1772 -2.8988 0.9 -0.8 2.1 0.262
H 1.1071 -5.0586 -1.7001 -0.7 1.2 -0.4 0.326
H 1.0364 0.4853 -2.5584 -0.7 0.7 0.6 0.633
H -2.8150 -1.2322 -1.2242 -0.3 0.1 -0.4 0.484
H 5.5635 2.6805 1.0734 0.2 -0.4 1.1 0.328
H -1.5941 3.3415 -4.2369 0.1 -0.2 0.4 0.349
H -0.9304 -0.6105 2.5579 -0.4 0.5 -0.9 0.254
H -2.6956 -1.4433 3.7865 -0.3 -0.3 -0.7 0.375
H -4.8792 -2.3970 2.3351 0.9 0.9 0.4 0.314
H 0.2812 -3.4540 -3.3136 -0.4 -0.4 -2.6 0.482
H 2.6476 2.9066 4.3084 -0.6 0.8 1.7 0.446
H 0.6408 -2.2433 1.4370 -0.1 0.1 -2.4 0.176
H 1.4112 -4.4652 0.5196 -1.3 1.3 -0.5 0.245
H 0.9094 2.0334 2.6667 -0.9 0.0 0.2 0.467
H 4.2370 1.2390 -0.0475 -0.9 0.0 -0.5 0.353
H -4.8730 -1.8973 -0.0348 -0.6 -0.7 -0.2 0.410
H -2.3487 1.7638 -0.2836 -1.1 -0.2 0.7 0.567

=====

Record 4
18
Properties=species:S:1:pos:R:3:forces:R:3:mulliken_charge:R:1 method="wB97M-V/def2-TZVPD" multiplicity=1 gap_ev=8.99 smiles="C[C@H](CF)N(C)C=S"
S 3.5172 -0.2553 -0.2135 0.1 -0.1 0.1 -0.349
F -2.0559 -1.2048 -0.1842 0.0 -0.1 -0.2 -0.305
N 0.8475 -0.1447 -0.0872 0.1 -0.4 0.1 0.195
C -1.4247 -0.3700 -1.1011 0.4 0.4 0.1 -0.568
C 2.0203 0.3132 -0.5430 -0.3 0.3 -0.3 -0.077
C -0.4081 0.5369 -0.4046 0.0 0.6 0.0 0.192
C 0.8272 -1.2838 0.8414 0.8 0.2 -0.3 -1.071
C -1.0062 1.2044 0.8456 0.0 0.6 -0.4 -1.314
H 1.9048 1.1658 -1.2268 0.0 -0.2 0.2 0.184
H -0.1455 1.3207 -1.1451 -0.2 -0.4 0.3 0.231
H -0.9174 -0.9696 -1.8604 -0.2 -0.2 0.1 0.327
H 1.2941 -0.9919 1.7913 -0.2 -0.1 -0.1 0.336
H -0.1825 -1.6112 0.9703 -0.5 -0.1 0.2 0.380
H -1.2710 0.4545 1.5770 -0.1 -0.1 0.2 0.321
H -1.9033 1.7907 0.5945 0.1 -0.4 0.0 0.382
H 1.4068 -2.1224 0.4284 -0.1 0.4 0.1 0.373
H -0.3073 1.9253 1.2881 0.0 -0.3 -0.1 0.386
H -2.1960 0.2423 -1.5706 0.0 0.0 0.0 0.377

=====

Record 5
10
Properties=species:S:1:pos:R:3:forces:R:3:mulliken_charge:R:1 method="wB97M-V/def2-TZVPD" multiplicity=1 gap_ev=6.76 smiles="S=C1C=NC(=S)C=N1"
S 3.0215 -0.0306 -0.4362 -0.3 0.8 0.1 -0.221
S -2.9408 -0.0141 -0.4655 -1.2 -0.5 -0.7 -0.228
N -0.6620 -1.2512 0.2576 2.7 0.0 -2.5 -0.417
N 0.6805 1.3800 0.0954 -2.4 -2.4 -0.5 -0.450
C 1.4434 0.1862 -0.1505 -1.5 -1.1 -0.3 0.294
C 0.6467 -1.1347 0.0114 -1.3 -1.2 2.1 0.052
C -1.3833 -0.1150 -0.2025 1.7 -0.5 2.0 0.196
C -0.6255 1.1033 0.0447 0.4 5.0 2.7 0.196
H -1.4678 1.9640 0.6263 3.0 -2.2 -2.4 0.244
H 1.2873 -2.0880 0.2193 -1.1 1.9 -0.5 0.333

=====

Record 6
26
Properties=species:S:1:pos:R:3:forces:R:3:mulliken_charge:R:1 method="wB97M-V/def2-TZVPD" multiplicity=1 gap_ev=8.70
Cl -3.5183 -0.6406 -0.7323 0.2 -0.2 0.1 -0.203
O 2.0593 -1.2106 -0.8040 0.2 2.1 0.6 -0.218
O -2.0868 1.7094 0.3308 1.4 0.3 0.0 -0.248
O 0.1454 1.7586 -0.0169 -0.2 -0.4 0.3 -0.744
O 2.7947 0.9427 -0.0216 -1.1 -0.8 0.0 -0.490
N -0.0153 -1.0702 1.0016 -0.8 -0.3 -1.1 0.917
N 1.1480 -0.6375 1.5450 1.9 3.8 -2.3 -1.299
C -0.8883 1.1384 0.1964 0.9 -0.7 0.5 0.709
C -0.9824 -0.2858 0.3651 0.3 0.1 1.0 0.097
C -2.0782 -1.0915 0.1052 0.5 -0.2 -0.7 0.096
C 2.5031 -0.3585 0.1524 0.5 -3.1 4.6 0.111
C -0.4775 -2.3359 1.0027 1.2 1.3 0.3 -0.219
C -1.9281 3.0843 0.1383 -4.1 2.5 1.2 -0.838
C 1.5208 -0.5466 -1.9456 2.1 -0.7 -1.1 -0.673
C -1.6993 -2.3925 0.4328 0.1 1.5 0.3 -0.977
H 1.7284 -1.2890 2.0074 -0.5 -1.6 0.6 0.282
H 0.6429 0.0523 -1.8872 -0.1 0.9 0.7 0.223
H 1.2676 -1.3679 -2.5040 -1.3 -2.1 -1.5 0.324
H 2.3815 -0.2236 -2.5557 -0.5 1.1 0.5 0.327
H 1.9665 1.4381 0.1909 0.1 -0.1 -0.4 0.515
H 0.1657 -2.9627 1.5276 0.5 -1.7 0.4 0.450
H -1.0638 3.3811 -0.3049 2.2 0.2 -2.0 0.405
H 3.3110 -0.9439 0.8330 -1.5 1.6 -2.0 0.272
H -1.8477 3.7093 1.0661 -0.7 -1.0 -0.1 0.266
H -2.8368 3.3919 -0.4362 0.8 0.1 0.5 0.279
H -2.2124 -3.2491 0.3131 -1.9 -2.6 -0.4 0.636

=====

Record 7
51
Properties=species:S:1:pos:R:3:forces:R:3:mulliken_charge:R:1 method="wB97M-V/def2-TZVPD" multiplicity=1 gap_ev=9.08 smiles="CCOC(=O)C(F)(F)F.CCOC(=O)C(F)(F)F.CCCNOC(=O)OCCF"
F 6.6940 2.7404 0.8049 -0.5 0.2 0.2 -0.269
F 6.7247 2.5588 2.9587 -0.5 0.2 -0.2 -0.256
F -1.5808 -0.0867 -0.0941 -0.5 -1.9 -0.4 -0.317
F -4.4878 -2.5029 -1.5816 -0.5 0.0 -0.5 -0.231
F -5.2747 -4.3886 -2.2736 -0.2 0.7 -0.5 -0.253
F -3.6730 -3.4314 -3.3564 -0.5 0.3 -0.1 -0.264
F 5.6275 1.1297 1.7719 -0.3 0.7 0.0 -0.194
O 3.5750 2.9873 1.6584 1.0 -0.3 0.1 -0.494
O 0.8126 -2.7788 2.7252 -2.5 4.0 -1.4 -0.471
O 0.8357 -0.5125 2.3247 -3.0 -2.2 1.3 -0.186
O -1.2203 -1.9635 2.0888 2.2 1.4 -0.9 -0.284
O -5.4864 -1.1557 -3.6870 0.3 -1.1 0.3 -0.309
O -6.7966 -2.9484 -4.0878 0.8 -0.2 0.6 -0.507
O 5.0239 4.5610 2.3760 0.4 -1.0 -0.4 -0.343
N 1.2778 -0.1888 1.0545 1.7 1.3 -2.1 -0.156
C -4.8242 -3.1937 -2.6929 1.0 -1.2 1.1 0.924
C -7.5585 0.1107 -3.7495 -0.1 -0.2 0.3 -1.107
C 5.9304 2.4368 1.8756 1.5 -1.2 0.1 0.848
C 3.1739 5.3380 3.7448 0.0 -0.3 0.1 -1.086
C 0.1558 -1.7643 2.3657 2.9 -4.2 1.5 0.545
C 2.8224 -1.8953 0.0407 1.3 0.3 0.6 -0.122
C -1.4365 -2.4771 0.7473 -1.1 -0.4 -1.5 -0.343
C 2.7299 -0.4975 0.8620 -0.1 -1.3 -1.5 -0.376
C 4.3233 -2.4646 0.1727 -0.8 -0.1 0.1 -1.126
C 3.9480 5.5094 2.4525 -0.6 0.5 0.2 -0.204
C -6.3374 -0.3518 -4.5199 -0.5 0.6 -0.4 -0.210
C 4.6905 3.3226 1.9572 -1.3 1.4 0.1 0.398
C -2.1833 -1.3858 -0.1930 -0.7 -0.4 1.5 -0.031
C -5.8378 -2.4517 -3.5591 -1.0 1.3 -1.2 0.339
H 3.1842 0.2961 0.1600 -0.8 -1.0 1.3 0.155
H 4.3070 -3.5489 -0.2140 0.5 1.7 0.5 0.334
H 3.8455 5.3970 4.6051 0.0 0.1 -0.1 0.303
H -3.2430 -1.2945 0.2514 1.6 0.1 -0.8 0.214
H 2.4072 6.1091 3.8400 0.1 0.0 0.0 0.367
H 5.0796 -1.8047 -0.3671 -1.0 -1.0 0.5 0.282
H -2.1806 -3.3568 0.8350 1.2 1.4 -0.1 0.328
H 3.3172 -0.5081 1.8378 -1.1 0.0 -1.2 0.341
H 3.2964 5.4300 1.5783 0.1 -0.2 0.1 0.309
H -7.2613 0.6271 -2.8333 0.0 0.1 -0.2 0.301
H 4.6119 -2.4522 1.2861 -0.5 -0.2 -1.7 0.267
H -6.6144 -0.8918 -5.4291 0.1 -0.2 0.2 0.320
H -2.2791 -1.7365 -1.2708 0.5 0.6 1.4 0.167
H 2.1187 -2.6999 0.4355 0.8 1.2 -0.2 0.105
H 2.5230 -1.6854 -1.0463 0.6 -0.3 1.4 0.311
H 2.6881 4.3603 3.7861 0.0 0.1 -0.1 0.305
H -8.1642 0.7860 -4.3566 0.1 0.0 0.0 0.377
H 0.7421 -0.6544 0.3105 0.0 0.3 0.7 0.126
H -5.7480 0.5145 -4.8271 0.2 -0.2 0.2 0.321
H -0.5013 -2.9079 0.2560 -1.0 0.8 0.9 0.224
H 4.4024 6.5020 2.4262 0.3 -0.3 0.0 0.316
H -8.1799 -0.7367 -3.4505 0.0 0.1 -0.1 0.315

=====

Record 8
13
Properties=species:S:1:pos:R:3:forces:R:3:mulliken_charge:R:1 method="wB97M-V/def2-TZVPD" multiplicity=1 gap_ev=6.75
K 1.1065 -3.2422 3.2146 -0.3 1.0 -0.4 0.964
O -0.2277 0.3958 3.4201 0.5 0.2 -0.9 -0.707
O 0.5969 -0.8549 1.7737 0.6 -0.5 -0.7 -0.808
O 0.6428 1.1107 -2.7397 0.1 0.1 -0.4 -0.526
O -0.2599 -0.7372 -3.3940 -0.1 0.1 -0.2 -0.546
O 0.8803 1.3724 1.7387 0.4 -1.1 -1.4 -0.447
N -0.1467 0.1985 -2.6308 0.0 -0.2 0.5 0.861
C 0.3777 0.2688 2.3353 -1.6 -1.0 3.5 0.699
C -0.9483 0.1776 -1.3632 0.3 -0.1 -0.6 -0.576
H -0.8681 1.1871 -0.9768 -0.2 -0.2 0.4 0.293
H -0.4347 -0.5762 -0.7691 -0.1 0.2 0.4 0.207
H 1.2380 0.8516 0.9841 0.3 1.3 -0.1 0.309
H -1.9569 -0.1521 -1.5931 0.0 0.1 0.0 0.276

=====

Please write out number 3 again, unchanged.
47
Properties=species:S:1:pos:R:3:forces:R:3:mulliken_charge:R:1 method="wB97M-V/def2-TZVPD" multiplicity=1 gap_ev=8.27 smiles="c1ccc(/N=N/C(c2ccccc2)(c2ccccc2)c2ccccc2)cc1"
N 0.4507 0.5491 0.7382 2.5 1.0 0.0 0.420
N 1.6694 0.6994 0.3171 -4.2 -0.2 1.2 -0.336
C -0.5126 -0.1334 -0.1737 0.9 -0.4 -0.3 3.034
C 2.9097 2.6774 3.3358 -0.3 -1.9 -3.7 -0.725
C 0.2687 -3.1128 -2.3478 0.5 0.1 0.7 -1.075
C 4.2386 2.7422 2.9179 0.7 0.6 -1.6 -0.390
C -1.8270 1.7618 -1.1978 1.0 0.2 -1.8 -0.670
C -0.0475 -1.8043 -2.0215 -0.4 0.4 0.2 -0.016
C -2.8166 -1.3911 2.6937 -2.9 -0.8 -1.0 -0.731
C 0.5680 -2.4347 0.2862 -0.5 2.4 1.7 -0.601
C -1.8366 -0.8145 1.9512 1.9 0.7 0.2 -0.381
C -1.3312 2.7347 -3.3603 -1.7 0.3 0.0 -0.401
C 0.1271 -1.4203 -0.6551 -0.9 -1.9 -1.0 0.297
C 0.7343 -4.0293 -1.4570 0.9 -1.6 0.9 -0.370
C 0.8631 -3.6941 -0.1214 1.7 -1.7 0.4 -0.481
C -0.2038 1.9221 -3.4064 -0.2 1.2 -1.4 -0.699
C -4.0086 -1.6877 0.5465 1.4 0.5 1.4 -0.837
C -2.8802 -1.1975 -0.1533 -1.0 0.4 0.4 -0.038
C 4.6661 2.3435 1.6056 -0.8 1.5 1.6 -0.505
C 2.4366 1.5276 1.2105 -0.5 0.3 1.0 0.165
C -1.8581 -0.6256 0.5404 2.4 0.1 1.5 -0.815
C -2.1911 2.6755 -2.2484 2.5 -2.0 0.7 -0.801
C -0.7308 0.8856 -1.2951 -0.5 1.9 -0.3 -0.618
C 1.9286 2.1356 2.4185 3.5 -0.6 -0.5 -0.241
C -4.0071 -1.8125 1.9614 0.7 -0.3 -0.9 -0.386
C 0.1622 1.1563 -2.3771 0.4 -3.7 1.9 -0.182
C 3.7697 1.6944 0.8178 -0.2 -0.8 -0.1 -0.209
H -3.1240 3.1513 -2.1126 -0.6 1.0 -0.3 0.430
H 0.3837 1.7689 -4.3058 0.0 0.8 -0.1 0.355
H 4.9764 3.2607 3.5058 0.1 -0.1 0.5 0.336
H -0.4759 -1.1772 -2.8988 0.9 -0.8 2.1 0.262
H 1.1071 -5.0586 -1.7001 -0.7 1.2 -0.4 0.326
H 1.0364 0.4853 -2.5584 -0.7 0.7 0.6 0.633
H -2.8150 -1.2322 -1.2242 -0.3 0.1 -0.4 0.484
H 5.5635 2.6805 1.0734 0.2 -0.4 1.1 0.328
H -1.5941 3.3415 -4.2369 0.1 -0.2 0.4 0.349
H -0.9304 -0.6105 2.5579 -0.4 0.5 -0.9 0.254
H -2.6956 -1.4433 3.7865 -0.3 -0.3 -0.7 0.375
H -4.8792 -2.3970 2.3351 0.9 0.9 0.4 0.314
H 0.2812 -3.4540 -3.3136 -0.4 -0.4 -2.6 0.482
H 2.6476 2.9066 4.3084 -0.6 0.8 1.7 0.446
H 0.6408 -2.2433 1.4370 -0.1 0.1 -2.4 0.176
H 1.4112 -4.4652 0.5196 -1.3 1.3 -0.5 0.245
H 0.9094 2.0334 2.6667 -0.9 0.0 0.2 0.467
H 4.2370 1.2390 -0.0475 -0.9 0.0 -0.5 0.353
H -4.8730 -1.8973 -0.0348 -0.6 -0.7 -0.2 0.410
H -2.3487 1.7638 -0.2836 -1.1 -0.2 0.7 0.567